{"formula": "C24H20F2HfIN2O5", "method": "ωB97M-V/def2-TZVPD", "total_charge": -1, "de_lowest_ev": 0.2305, "multiplicity": 1, "symbols": ["H", "C", "C", "C", "H", "N", "C", "O", "C", "H", "C", "C", "O", "I", "C", "H", "C", "C", "C", "C", "H", "C", "Hf", "H", "C", "H", "H", "H", "C", "H", "O", "H", "C", "F", "O", "H", "C", "C", "C", "C", "C", "F", "N", "H", "O", "H", "H", "H", "H", "C", "C", "C", "H", "H", "H"], "xyz": [[2.194824, -1.739091, 5.609768], [1.782313, 2.132628, -4.059872], [-1.937934, -0.391898, 2.206540], [-2.682407, -0.954141, 1.136370], [-2.599457, -0.958640, -2.307230], [1.339271, -0.694197, -0.341931], [2.130525, -0.021316, -5.803801], [1.786316, 0.705992, 1.883696], [2.016067, -0.531402, 3.865472], [2.121380, -3.889022, 4.351797], [1.855500, -0.458243, 2.462815], [2.162347, 1.285064, -6.286198], [-1.248294, -0.071005, -0.514750], [-3.171911, 2.784447, 0.171031], [2.052467, -2.944325, 3.828559], [1.900126, -1.246016, -4.054880], [1.530771, 0.553118, -2.125335], [-2.350564, -0.698579, 3.526908], [2.094859, -1.731149, 4.530606], [1.777257, -1.699170, 0.311167], [2.266182, -0.855868, -6.479692], [-4.185037, -2.033303, 2.707932], [0.222455, 1.237210, 0.535578], [-1.407616, 2.279444, -1.729998], [-3.436872, -1.492702, 3.770672], [-4.084827, -0.801333, -1.339893], [-0.890726, 3.696927, -0.821518], [1.474807, 2.887687, -2.361227], [1.926914, -0.242174, -4.455672], [-3.727678, -1.707084, 4.791996], [1.359990, 1.576097, -1.320919], [2.321192, 1.472897, -7.341100], [1.751611, 0.816632, -3.564946], [0.543670, 3.254897, 3.092470], [-0.920151, 0.387739, 2.042460], [-1.765889, -0.270863, 4.331557], [0.337850, 3.223099, 1.724820], [-3.803134, -1.759000, 1.422875], [1.931628, -2.905725, 2.458995], [1.814168, -1.697325, 1.760429], [-2.270972, -0.707439, -0.225029], [1.619687, 3.548051, 1.148147], [1.535767, -0.679203, -1.711174], [-4.376076, -2.173743, 0.603433], [1.622833, 3.214608, -3.279633], [-0.277622, 4.101887, 1.507616], [2.051888, 0.411269, 4.398322], [-3.171415, -2.322128, -1.321648], [-5.047407, -2.656146, 2.904492], [-1.200272, 2.653962, -0.725881], [-3.084675, -1.236247, -1.375852], [1.990552, 2.348615, -5.423472], [2.199031, -2.546971, -0.231983], [1.918425, -3.830110, 1.889546], [2.008268, 3.373301, -5.772417]], "atomic_forces_ev_per_a": [[0.001, 0.014, 0.006], [0.006, -0.086, 0.058], [-0.191, -0.103, 0.099], [0.137, 0.070, 0.141], [0.024, 0.029, 0.017], [0.021, 0.136, 0.178], [0.012, -0.047, -0.061], [-0.182, 0.173, -0.097], [-0.009, 0.203, 0.055], [0.001, 0.001, -0.004], [0.099, -0.269, 0.196], [-0.017, 0.026, 0.093], [-0.071, 0.060, -0.086], [-0.025, 0.019, 0.009], [0.008, 0.081, 0.110], [-0.001, 0.002, 0.015], [0.027, -0.179, 0.254], [0.111, 0.070, 0.106], [-0.004, -0.156, -0.132], [0.007, -0.044, -0.002], [-0.006, -0.005, 0.015], [-0.001, 0.007, 0.120], [0.209, -0.181, -0.119], [-0.016, -0.004, 0.005], [-0.062, -0.044, -0.170], [-0.008, -0.035, -0.015], [-0.045, 0.013, 0.015], [0.020, -0.014, 0.004], [0.014, 0.015, -0.052], [0.013, 0.010, 0.012], [-0.252, -0.127, -0.041], [0.003, -0.001, -0.005], [-0.033, 0.191, 0.014], [0.021, -0.052, 0.018], [-0.075, -0.102, -0.116], [-0.004, -0.002, -0.016], [0.186, 0.000, -0.073], [-0.001, -0.023, -0.112], [-0.001, -0.020, -0.102], [-0.029, 0.197, 0.020], [-0.023, 0.018, -0.170], [-0.065, 0.076, -0.045], [0.082, -0.099, -0.144], [0.007, 0.007, 0.001], [-0.009, 0.045, -0.063], [-0.045, 0.016, 0.014], [-0.008, -0.013, -0.012], [-0.048, 0.005, -0.002], [0.002, 0.004, -0.002], [0.207, 0.082, 0.146], [0.022, -0.034, 0.036], [-0.003, 0.052, -0.060], [-0.011, 0.027, -0.042], [-0.001, 0.005, 0.001], [0.005, -0.014, -0.015]], "mulliken_charge": [0.37, 0.27, -0.03, 1.04, 0.34, 0.50, -0.71, -1.02, -0.51, 0.39, 0.63, -0.31, -0.22, -0.17, -0.62, 0.46, 1.25, -0.83, -0.46, -0.79, 0.38, -0.83, 2.31, 0.50, -0.44, 0.41, 0.59, 0.40, -0.44, 0.41, -1.22, 0.36, 0.14, -0.28, 0.02, 0.46, -0.25, -0.78, -0.73, 0.67, 0.88, -0.33, -0.92, 0.37, -0.75, 0.17, 0.45, 0.45, 0.37, -1.44, -2.11, -0.63, 0.43, 0.39, 0.43]}

{"formula": "C24H20F3N2O3PdS2", "method": "ωB97M-V/def2-TZVPD", "total_charge": -1, "energy_ev": -67641.22168, "multiplicity": 1, "symbols": ["H", "C", "H", "S", "C", "C", "C", "C", "C", "C", "O", "C", "C", "O", "H", "C", "C", "H", "H", "H", "H", "C", "H", "N", "C", "C", "C", "F", "F", "N", "Pd", "O", "H", "C", "C", "H", "C", "C", "C", "H", "C", "H", "H", "H", "H", "C", "F", "C", "S", "H", "H", "H", "C", "H", "H"], "xyz": [[-0.078113, -6.375954, 0.579088], [-0.970551, -2.450652, -2.303982], [4.229773, -1.933376, 2.109289], [2.645107, 3.464882, -0.436234], [0.937329, 3.295203, -0.720349], [5.112199, 1.630032, 0.856672], [0.218830, -1.730890, -1.595660], [-1.304480, 3.838166, -1.291149], [3.466282, -0.159299, 1.184318], [-1.279690, -5.005988, 1.776854], [1.989358, -2.601702, 1.441390], [-0.140209, -5.415102, 1.068106], [-0.822257, 1.652791, -0.415538], [-0.072278, -1.428058, -0.403198], [7.099793, 1.209865, 1.535017], [-3.240012, 2.232929, -0.953695], [-3.686696, 2.253231, -2.422077], [-3.732015, 3.277361, 0.887107], [-3.136791, 1.505874, -2.996758], [-3.895816, 4.286312, -0.554400], [-3.517130, 3.229482, -2.880584], [-3.547086, 0.855500, -0.366648], [6.527851, -1.060322, 2.329670], [1.546171, 1.220927, 0.123846], [2.691223, 1.839475, 0.166636], [-0.218950, -2.857201, 2.253772], [0.904134, -4.543529, 0.980280], [-1.251266, -3.629752, -1.709353], [-0.734675, -2.714305, -3.595656], [0.871593, -3.328843, 1.566777], [1.621271, -0.696639, 0.782736], [1.236081, -1.575611, -2.250581], [0.329567, 5.207183, -1.522070], [0.520606, 2.019215, -0.344421], [-1.749818, 2.566427, -0.878685], [-2.136027, -5.663326, 1.862162], [0.020376, 4.216206, -1.215368], [-1.308135, -3.764883, 2.345140], [3.816697, 1.130761, 0.736372], [1.819668, -4.737568, 0.442929], [6.087535, 0.839497, 1.431725], [-4.620400, 0.665301, -0.439900], [-4.753068, 2.024299, -2.493022], [-1.085796, 0.652253, -0.098298], [5.348666, 2.628206, 0.501219], [5.759747, -0.441556, 1.878953], [-2.107016, -1.716794, -2.264121], [-4.037841, 3.278606, -0.160794], [-0.253041, -1.302611, 2.920065], [-3.027027, 0.060347, -0.898991], [-3.264299, 0.797516, 0.686292], [-2.174489, -3.411407, 2.884351], [4.469183, -0.936850, 1.758791], [-2.019333, 4.557504, -1.670915], [-5.104733, 3.046869, -0.207111]], "atomic_forces_ev_per_a": [[0.002, 0.008, -0.001], [-0.052, -0.038, 0.049], [-0.031, 0.004, -0.004], [0.025, 0.024, 0.019], [0.021, -0.015, -0.013], [-0.085, 0.091, -0.058], [-0.065, -0.090, -0.139], [0.031, -0.002, 0.022], [-0.206, 0.097, 0.160], [0.018, 0.029, 0.003], [0.051, 0.100, 0.082], [0.001, -0.047, -0.014], [0.005, -0.099, 0.028], [-0.159, 0.026, 0.079], [-0.005, 0.002, -0.004], [-0.004, 0.035, 0.008], [0.011, -0.020, 0.014], [-0.004, 0.006, -0.001], [-0.005, 0.004, -0.005], [-0.010, 0.001, 0.002], [0.001, -0.002, -0.002], [0.007, 0.009, 0.007], [0.009, 0.012, -0.002], [0.020, -0.062, 0.085], [0.067, 0.157, -0.030], [-0.029, 0.159, 0.066], [-0.027, -0.015, -0.013], [-0.003, 0.012, -0.002], [0.013, -0.009, -0.034], [-0.067, -0.051, -0.030], [0.301, -0.175, -0.402], [0.036, 0.075, 0.076], [0.010, -0.006, -0.002], [-0.036, 0.083, -0.074], [-0.026, 0.014, -0.005], [-0.002, 0.006, 0.002], [-0.030, 0.008, 0.003], [0.033, -0.030, -0.040], [0.107, -0.178, 0.054], [0.008, 0.014, 0.004], [0.065, -0.048, 0.040], [0.002, -0.003, 0.002], [0.002, 0.004, -0.004], [-0.011, 0.014, -0.005], [0.024, -0.013, 0.007], [-0.035, 0.020, -0.018], [-0.002, 0.026, 0.006], [0.014, -0.006, -0.017], [-0.025, -0.130, 0.097], [-0.002, -0.020, -0.003], [0.007, -0.012, -0.007], [0.005, 0.010, 0.004], [0.039, 0.037, 0.008], [-0.012, -0.013, -0.002], [0.001, -0.002, 0.001]], "mulliken_charge": [0.39, 0.71, 0.42, -0.41, 1.06, -0.65, 0.59, -0.34, -0.76, -0.05, -0.68, -0.81, 0.59, -0.38, 0.37, 2.13, -1.66, 0.40, 0.34, 0.33, 0.34, -1.92, 0.38, 0.07, 1.17, 0.35, -0.13, -0.26, -0.29, 0.37, -0.05, -0.72, 0.35, -2.20, 0.07, 0.35, -1.36, -0.82, 0.63, 0.43, -0.66, 0.48, 0.45, 0.89, 0.33, -0.56, -0.26, -1.76, -0.37, 0.27, 0.42, 0.39, 0.17, 0.41, 0.44]}